{
  "formula": "C13H15N5O6",
  "method": "wB97M-V/def2-TZVPD",
  "energy_ev": -33461.353,
  "smiles": "Cn1c(N)c(C(=O)COC(=O)C2=NNC(=O)CC2)c(=O)n(C)c1=O",
  "e_above_lowest_kcal_mol": 5.2,
  "e_lumo_ev": 0.132,
  "spin_multiplicity": 1,
  "orbital_gap_ev": 9.06,
  "elements": ["H", "C", "H", "C", "H", "H", "H", "H", "C", "H", "H", "N", "H", "O", "N", "C", "C", "O", "C", "C", "C", "O", "N", "N", "C", "H", "O", "H", "C", "H", "C", "H", "O", "H", "O", "N", "H", "C", "C"],
  "positions_angstrom": [[-2.872, 1.613, -1.499], [-4.001, 0.249, -0.443], [1.854, 3.740, -1.128], [-3.956, -1.214, -0.057], [1.426, -3.161, 1.517], [3.505, 3.082, -1.055], [-2.264, -1.287, 1.310], [-1.608, 1.666, 1.509], [1.998, -0.418, 0.431], [1.649, -3.751, -0.164], [-0.480, 2.528, 2.566], [1.960, 1.822, -0.406], [-4.664, -1.389, 0.753], [0.501, -0.845, 2.220], [0.417, 1.192, 1.238], [-0.694, 1.569, 2.096], [-1.564, -1.112, -0.673], [0.033, -2.509, 0.233], [2.545, 0.594, -0.368], [0.828, 2.138, 0.346], [1.383, -2.890, 0.459], [0.274, 3.207, 0.229], [-2.871, 0.685, -1.091], [3.643, 0.377, -1.093], [2.395, -1.786, 0.165], [3.955, -0.600, -1.087], [-4.942, 0.986, -0.274], [-0.806, 0.792, 2.848], [-2.544, -1.662, 0.320], [-2.480, -2.749, 0.361], [2.465, 2.853, -1.291], [2.369, 2.549, -2.335], [3.463, -2.099, -0.348], [-4.304, -1.772, -0.932], [0.549, -1.512, -1.722], [-1.744, -0.013, -1.300], [3.871, 0.970, -1.872], [0.937, -0.105, 1.359], [-0.225, -1.735, -0.824]],
  "forces_ev_per_a": [[-0.1, -0.2, 0.1], [-0.2, -0.3, 0.2], [0.1, -0.1, -0.1], [0.0, 0.0, 0.1], [0.0, 0.0, -0.2], [0.0, 0.0, 0.0], [0.0, -0.1, 0.0], [0.0, 0.0, 0.0], [0.3, 0.1, 0.1], [0.0, 0.2, 0.1], [-0.1, 0.0, 0.0], [0.2, 0.0, -0.2], [0.0, 0.1, -0.1], [0.0, -0.2, 0.1], [-0.2, 0.0, 0.2], [-0.2, 0.1, 0.2], [-0.5, 0.2, 0.2], [-0.3, -0.1, 0.0], [-0.2, -0.3, 0.5], [0.0, -0.2, 0.0], [0.4, -0.4, 0.0], [-0.1, 0.2, 0.0], [-0.1, 0.5, -0.1], [0.0, 0.0, -0.3], [-0.2, 0.1, 0.2], [0.0, 0.2, 0.0], [-0.1, 0.1, 0.0], [0.0, 0.1, -0.1], [-0.2, 0.1, -0.1], [0.0, 0.1, 0.1], [0.0, 0.3, -0.1], [0.0, 0.0, 0.0], [0.0, -0.3, 0.0], [0.0, 0.0, 0.0], [-0.2, -0.3, 0.1], [0.9, -0.4, -0.1], [0.0, 0.0, 0.1], [0.5, 0.2, -0.1], [0.4, 0.2, -0.8]]
}



{
  "formula": "C30H61Cl2IN5O5",
  "method": "wB97M-V/def2-TZVPD",
  "total_charge": 1,
  "energy_ev": -82926.326,
  "e_lumo_ev": -3.379,
  "spin_multiplicity": 1,
  "orbital_gap_ev": 7.47,
  "elements": ["C", "H", "H", "H", "H", "C", "C", "C", "H", "H", "H", "H", "H", "H", "H", "H", "I", "C", "C", "H", "H", "C", "C", "H", "H", "C", "O", "H", "N", "H", "H", "H", "H", "C", "H", "H", "H", "H", "C", "Cl", "H", "H", "C", "H", "H", "C", "H", "C", "C", "H", "H", "C", "C", "C", "N", "H", "H", "H", "H", "H", "H", "C", "H", "C", "H", "H", "H", "H", "H", "C", "O", "C", "H", "H", "O", "H", "H", "H", "N", "H", "H", "H", "O", "C", "H", "H", "Cl", "C", "N", "C", "H", "C", "C", "O", "H", "H", "C", "H", "N", "H", "C", "H", "H", "C"],
  "positions_angstrom": [[1.057, -0.732, 3.283], [0.337, -2.152, -5.131], [-5.155, 3.555, 0.875], [2.242, 3.984, 0.016], [-3.931, -1.441, 2.389], [0.890, -7.391, -5.833], [-2.523, -0.539, 0.011], [3.732, 3.082, 1.232], [2.717, 2.472, 3.058], [-1.176, -0.560, 1.641], [1.614, -2.313, -6.341], [-0.777, 3.139, 3.541], [5.312, 1.754, 4.738], [2.273, 2.654, -1.784], [0.780, 1.262, 4.119], [2.695, -0.323, -6.804], [-1.579, 5.381, 1.960], [5.161, 1.956, 3.680], [-5.808, -0.443, 1.884], [-1.573, 0.378, 5.180], [1.616, 2.649, 0.940], [-1.560, 3.241, 1.542], [2.050, -1.048, 0.952], [4.587, -7.252, -5.585], [0.017, 2.099, 2.414], [-5.325, 4.058, 3.019], [4.573, 3.228, 3.517], [-6.512, 2.855, 1.700], [2.260, -1.688, -4.440], [-3.045, -1.429, 0.354], [6.129, 1.912, 3.179], [4.400, -0.053, -6.407], [1.458, -3.521, -5.071], [-3.457, 1.801, 1.757], [-0.154, -7.095, -5.815], [2.715, 0.368, 2.394], [-6.155, 3.888, 3.707], [4.292, -8.170, -7.069], [0.363, 0.265, 4.241], [-5.923, 0.034, 0.171], [-4.914, -2.242, 1.168], [-5.425, -2.325, 2.837], [1.661, -6.356, -6.618], [2.949, 4.209, 2.883], [-6.426, 1.262, 2.992], [-1.861, 1.341, 3.296], [-3.216, 0.121, -0.509], [2.666, 2.124, -0.919], [3.561, -0.730, -6.282], [3.453, -5.829, -7.298], [4.395, 2.234, 1.058], [-4.947, -1.687, 2.102], [3.416, 3.241, 2.705], [2.477, 2.973, 0.349], [-2.878, 2.844, 1.074], [1.941, 0.428, -1.947], [-0.885, 3.198, 0.692], [3.815, -1.695, -6.722], [0.351, -1.475, 2.909], [3.735, 1.998, -1.090], [4.540, 1.167, 3.248], [1.765, -0.077, 2.102], [1.009, 0.794, -0.524], [-5.478, 0.804, 2.739], [1.788, -1.301, 3.858], [2.132, -1.750, -3.443], [1.114, 0.702, 1.706], [2.594, -1.909, 1.336], [-5.389, 5.090, 2.679], [-3.079, 2.877, -0.383], [3.945, -0.281, -3.964], [2.828, -0.373, -0.173], [1.091, -1.365, 0.533], [-4.027, 2.400, -0.627], [-1.565, -0.956, -0.960], [-2.295, 2.321, -0.897], [0.637, -0.039, 5.250], [1.258, -7.456, -4.808], [-2.683, 0.735, 2.191], [3.199, -8.340, -5.693], [4.289, 3.967, 0.926], [-1.140, 0.913, 0.709], [1.115, -5.383, -7.115], [-1.817, 0.171, 1.153], [-1.507, -0.720, 3.851], [3.070, -1.135, -0.915], [-4.815, 0.368, 4.320], [-1.174, 0.265, 4.174], [-4.717, 1.861, 2.059], [2.038, 0.730, -0.904], [-2.579, 1.850, 3.933], [3.282, -0.870, -4.804], [3.811, -7.637, -6.248], [-4.105, 3.808, 3.699], [-6.823, -0.704, 2.170], [3.783, -0.006, 0.202], [1.371, -2.459, -5.296], [-3.113, 3.903, -0.741], [2.998, -6.549, -6.759], [-3.716, 4.646, 3.960], [-5.460, 3.103, 1.808], [0.970, -8.373, -6.300], [-0.675, -0.740, -0.672], [-0.960, 2.447, 2.723]],
  "forces_ev_per_a": [[0.3, 0.4, 0.1], [0.0, 0.0, -0.1], [0.2, 0.0, 0.0], [-0.2, 0.1, 0.1], [0.0, 0.0, 0.2], [0.0, 0.0, 0.0], [0.5, -0.1, -0.4], [-0.2, 0.0, -0.2], [-0.1, -0.1, -0.1], [0.1, 0.0, 0.2], [0.0, 0.0, 0.0], [0.1, 0.0, 0.1], [0.0, 0.0, 0.1], [0.0, 0.1, 0.0], [0.1, 0.1, 0.0], [0.0, -0.1, 0.0], [0.0, 0.0, -0.1], [0.1, -0.1, -0.2], [0.1, -0.3, 0.5], [0.0, 0.1, 0.1], [0.0, -0.2, 0.0], [0.1, -0.1, -0.3], [0.0, 0.8, 0.2], [0.0, -0.1, 0.0], [0.0, -0.2, -0.1], [0.1, -0.2, 0.2], [-0.1, 0.2, 0.1], [0.0, -0.2, -0.1], [0.0, 0.1, -0.1], [-0.1, 0.1, 0.0], [0.1, 0.0, 0.0], [0.0, 0.0, 0.0], [0.0, 0.0, -0.1], [0.3, 0.0, -0.3], [0.0, 0.0, 0.0], [-0.1, 0.2, 0.2], [0.0, 0.0, 0.0], [0.0, -0.1, 0.0], [0.0, -0.7, 0.1], [-0.1, 0.1, -0.2], [0.0, -0.1, 0.0], [0.1, 0.0, 0.2], [0.0, 0.0, -0.1], [-0.1, 0.1, 0.0], [0.0, 0.2, -0.1], [0.0, 0.0, 0.2], [-0.2, 0.0, 0.1], [-0.1, -0.2, 0.2], [0.0, 0.1, 0.0], [0.0, 0.0, 0.0], [-0.1, -0.2, 0.2], [-0.1, 0.1, -0.5], [0.2, 0.0, 0.3], [0.3, 0.4, -0.2], [0.4, -0.6, 0.1], [0.0, 0.0, -0.1], [0.1, 0.0, 0.0], [-0.1, 0.0, 0.0], [-0.2, 0.0, 0.0], [0.1, 0.1, -0.2], [-0.1, -0.1, 0.1], [-0.2, -0.6, -0.4], [0.0, 0.0, 0.1], [-0.1, -0.1, 0.0], [0.1, -0.1, 0.0], [0.0, 0.0, 0.0], [0.2, 0.2, 0.0], [-0.1, -0.2, -0.1], [0.0, 0.0, -0.1], [-0.4, 0.2, 0.0], [-0.1, 0.0, 0.1], [-0.2, -0.3, -0.2], [-0.1, -0.4, 0.1], [0.0, 0.0, 0.0], [-0.2, 0.0, 0.1], [0.2, 0.0, 0.0], [-0.1, 0.1, 0.1], [0.0, -0.1, 0.0], [0.2, 0.0, 0.3], [0.0, 0.0, 0.0], [0.2, 0.0, 0.0], [0.0, 0.1, 0.0], [0.0, 0.0, 0.1], [0.2, -0.1, -0.2], [-0.1, 0.0, -0.1], [0.2, 0.0, 0.0], [-0.1, 0.0, 0.2], [0.2, 0.3, -0.2], [-0.4, 0.1, -0.1], [0.2, 0.0, -0.2], [-0.2, 0.0, 0.0], [0.0, 0.0, 0.0], [0.0, 0.2, -0.1], [-0.1, -0.1, -0.1], [-0.1, 0.0, -0.1], [0.0, 0.1, 0.0], [0.0, 0.0, 0.3], [0.1, 0.1, 0.0], [0.0, 0.0, 0.1], [0.1, 0.1, 0.0], [-0.3, 0.4, 0.4], [0.0, 0.0, 0.1], [0.2, 0.0, 0.0], [-0.2, 0.4, 0.2]]
}



{
  "formula": "C5H11NO",
  "method": "wB97M-V/def2-TZVPD",
  "energy_ev": -8901.587,
  "smiles": "CCCC(=O)NC",
  "e_above_lowest_kcal_mol": 2.5,
  "e_lumo_ev": 0.900,
  "spin_multiplicity": 1,
  "orbital_gap_ev": 10.56,
  "elements": ["H", "C", "C", "H", "H", "C", "H", "H", "H", "O", "H", "N", "C", "H", "C", "H", "H", "H"],
  "positions_angstrom": [[0.211, 2.779, -1.606], [0.522, -0.634, 1.202], [-0.136, -1.936, -0.897], [0.652, 3.597, -0.083], [1.521, 1.156, -0.307], [-0.243, -1.829, 0.623], [1.575, -0.672, 0.895], [-0.556, -1.052, -1.391], [0.909, -2.035, -1.218], [-1.256, 0.975, 1.173], [-0.680, -2.811, -1.268], [0.619, 1.484, -0.004], [0.120, 2.742, -0.516], [-0.934, 2.806, -0.239], [-0.130, 0.680, 0.802], [-1.294, -1.733, 0.918], [0.496, -0.674, 2.297], [0.139, -2.748, 1.084]],
  "forces_ev_per_a": [[0.0, 0.0, 0.2], [0.1, 0.0, 0.1], [0.0, 0.0, -0.1], [-0.1, -0.1, -0.1], [-0.1, 0.0, 0.1], [-0.1, -0.1, 0.0], [-0.2, 0.0, 0.0], [0.1, -0.1, 0.1], [-0.1, 0.0, 0.1], [0.3, -0.1, -0.1], [0.1, 0.1, 0.1], [0.0, -0.1, 0.0], [-0.1, 0.1, 0.0], [0.1, 0.0, -0.1], [-0.1, 0.0, 0.0], [0.1, 0.0, 0.0], [0.0, 0.0, -0.1], [-0.1, 0.1, -0.1]]
}



{
  "formula": "CH9O4",
  "method": "wB97M-V/def2-TZVPD",
  "total_charge": -1,
  "energy_ev": -9373.907,
  "e_above_lowest_kcal_mol": 6.4,
  "e_lumo_ev": 4.223,
  "spin_multiplicity": 1,
  "orbital_gap_ev": 8.70,
  "elements": ["H", "H", "O", "C", "H", "H", "H", "O", "O", "O", "H", "H", "H", "H"],
  "positions_angstrom": [[-0.625, -0.445, 2.462], [2.123, 0.060, -0.299], [0.355, 1.208, 0.225], [1.700, 0.891, 0.319], [-0.750, -1.486, 0.636], [-0.820, -1.559, -0.936], [0.069, 0.949, -1.170], [-0.321, 0.473, -2.061], [-1.131, -0.257, 1.670], [-0.674, -2.090, -0.147], [-0.453, 0.264, 1.049], [2.296, 1.790, 0.051], [1.974, 0.614, 1.346], [0.483, 0.101, -2.444]],
  "forces_ev_per_a": [[0.0, 0.0, 0.2], [-0.7, 0.1, -0.1], [0.5, -0.6, -0.2], [0.3, 0.7, 0.2], [-0.4, -0.2, -0.8], [0.1, 0.5, 0.1], [-1.1, -0.8, -0.3], [0.8, 0.5, 0.3], [0.4, 0.1, 0.0], [0.2, -0.8, 0.2], [-0.4, 0.6, 0.2], [0.2, -0.3, 0.1], [0.2, 0.0, 0.2], [-0.2, 0.0, -0.1]]
}



{
  "formula": "C2H4N4O",
  "method": "wB97M-V/def2-TZVPD",
  "energy_ev": -10142.669,
  "e_above_lowest_kcal_mol": 103.0,
  "e_lumo_ev": 0.657,
  "spin_multiplicity": 1,
  "orbital_gap_ev": 8.19,
  "elements": ["H", "N", "C", "C", "N", "H", "N", "H", "H", "N", "O"],
  "positions_angstrom": [[-0.486, -1.024, 2.072], [0.345, 2.082, -1.002], [-0.271, -1.863, 0.343], [0.480, -0.117, -0.374], [-0.870, -0.891, 1.158], [-0.159, 2.312, -0.019], [0.861, 0.839, -1.190], [-0.517, -2.888, 0.708], [0.347, 2.725, -1.753], [0.582, -1.494, -0.611], [-0.313, 0.319, 0.668]],
  "forces_ev_per_a": [[0.0, 0.1, 1.1], [-1.3, -0.2, 4.8], [1.4, -1.6, -0.8], [1.5, 4.7, -3.6], [0.2, -0.1, -1.0], [1.5, -0.5, -3.6], [-0.8, -2.2, 0.3], [0.4, 0.7, -1.0], [0.3, 0.2, -0.4], [-2.9, 0.2, 3.8], [-0.3, -1.3, 0.5]]
}



{
  "formula": "CH6N4",
  "method": "wB97M-V/def2-TZVPD",
  "energy_ev": -7092.331,
  "smiles": "[H]/N=C(/N)NN",
  "e_above_lowest_kcal_mol": 39.8,
  "e_lumo_ev": 0.879,
  "spin_multiplicity": 1,
  "orbital_gap_ev": 9.72,
  "elements": ["H", "H", "N", "N", "C", "H", "H", "N", "H", "H", "N"],
  "positions_angstrom": [[0.706, 0.695, 2.108], [-0.007, 1.959, -0.496], [-0.562, -1.240, 0.316], [-0.065, 1.185, 1.514], [0.032, -0.378, -0.389], [-0.985, 0.754, 1.958], [-0.807, -1.053, 1.291], [0.276, 0.904, 0.136], [0.731, 0.052, -2.385], [0.047, -1.568, -2.127], [0.368, -0.645, -1.682]],
  "forces_ev_per_a": [[-1.7, 1.3, -1.4], [1.1, -4.8, 2.3], [-0.1, -2.1, 0.3], [0.7, -2.1, 1.8], [-1.7, 1.0, 0.9], [2.0, 0.9, -2.1], [0.4, 0.4, -0.9], [-1.0, 5.0, -1.2], [-0.7, -1.1, 1.8], [0.6, 2.2, 1.5], [0.4, -0.6, -2.9]]
}



{
  "formula": "ClIO2S",
  "method": "wB97M-V/def2-TZVPD",
  "energy_ev": -35552.541,
  "e_above_lowest_kcal_mol": 3.2,
  "e_lumo_ev": -1.416,
  "spin_multiplicity": 1,
  "orbital_gap_ev": 8.28,
  "elements": ["S", "Cl", "O", "I", "O"],
  "positions_angstrom": [[-0.916, -1.638, 0.416], [0.458, 1.843, -0.992], [0.128, -0.678, 0.647], [2.323, 1.624, 0.379], [-1.994, -1.151, -0.450]],
  "forces_ev_per_a": [[-1.4, 1.9, -1.7], [0.3, 0.1, 0.1], [-0.1, -1.0, 0.4], [-0.1, 0.2, -0.2], [1.3, -1.3, 1.4]]
}



{
  "formula": "C5H6N2",
  "method": "wB97M-V/def2-TZVPD",
  "energy_ev": -8256.568,
  "e_above_lowest_kcal_mol": 133.5,
  "e_lumo_ev": -0.003,
  "spin_multiplicity": 1,
  "orbital_gap_ev": 9.54,
  "elements": ["C", "C", "C", "H", "N", "C", "C", "H", "H", "N", "H", "H", "H"],
  "positions_angstrom": [[0.252, 1.587, -0.673], [2.320, 0.841, 0.994], [-2.633, -0.532, -0.212], [-3.588, -0.732, -0.899], [2.458, -0.425, 0.650], [1.620, -0.703, -0.338], [1.341, 1.435, 0.151], [-2.720, -0.790, 0.824], [-1.767, -1.019, -0.732], [0.816, 0.283, -0.648], [-2.474, 0.618, -0.061], [2.773, 1.120, 1.886], [1.602, -1.685, -0.940]],
  "forces_ev_per_a": [[-0.2, 0.9, 0.1], [-1.9, -0.1, -1.9], [-0.8, 1.9, -1.9], [2.0, 0.5, 1.9], [0.9, -1.1, 0.2], [-0.3, -2.2, -1.3], [-0.2, -1.4, 1.0], [-0.4, -1.1, 0.3], [-0.7, 0.6, 0.7], [0.9, 0.9, -0.5], [-0.1, -2.0, -1.1], [0.8, 1.3, 1.0], [-0.1, 1.7, 1.4]]
}



{
  "formula": "C3H11N2O",
  "method": "wB97M-V/def2-TZVPD",
  "total_charge": 1,
  "energy_ev": -8310.519,
  "e_above_lowest_kcal_mol": 29.4,
  "e_lumo_ev": -3.884,
  "spin_multiplicity": 1,
  "orbital_gap_ev": 10.63,
  "elements": ["C", "H", "N", "H", "H", "H", "O", "H", "H", "H", "H", "C", "H", "H", "H", "C", "N"],
  "positions_angstrom": [[-1.724, 1.727, -2.305], [0.742, -1.398, 1.747], [-0.009, -1.007, 1.144], [-0.327, 2.380, -0.851], [-1.982, 0.792, -2.792], [-0.910, -0.727, 1.615], [1.987, -1.740, 2.745], [0.455, 1.402, -2.064], [1.421, -0.236, -0.142], [2.223, -2.623, 2.409], [-1.538, -0.105, -0.558], [-0.485, 1.443, -1.439], [2.720, -1.119, 2.778], [-1.289, 2.309, -3.130], [-2.464, 2.319, -1.797], [0.368, -0.410, 0.015], [-0.588, 0.217, -0.673]],
  "forces_ev_per_a": [[2.3, -0.4, -0.9], [-0.3, 0.1, 0.0], [-0.2, 0.4, -0.2], [0.0, -1.1, 0.4], [-0.9, 0.0, 0.1], [1.3, -0.7, -1.0], [-0.6, -0.5, -0.2], [-1.0, -0.3, 0.4], [0.1, -0.2, -0.6], [0.6, 0.6, 0.4], [0.0, -0.1, 0.4], [1.4, 1.6, -1.1], [0.4, -0.5, 0.0], [-0.6, 0.2, 0.2], [-0.6, -0.3, 0.1], [-2.7, 1.3, 1.9], [0.6, -0.3, 0.0]]
}